(1)
{"formula": "C21H30AsN2O4RuS2", "method": "wB97M-V/def2-TZVPD", "relative_energy_kcal_mol": 5.7, "charge": 1, "s_squared": 6.025, "spin_multiplicity": 5, "species": ["Ru", "C", "N", "C", "C", "C", "C", "C", "C", "C", "C", "H", "H", "H", "H", "H", "H", "H", "H", "H", "H", "H", "H", "C", "C", "C", "C", "C", "C", "C", "S", "O", "O", "N", "C", "C", "O", "O", "H", "H", "H", "H", "H", "H", "H", "H", "H", "C", "As", "C", "C", "S", "H", "H", "H", "H", "H", "H", "H", "H", "H"], "xyz": [[-0.23266, 0.82361, -0.11158], [-2.26298, 3.14144, -0.44617], [-2.19571, 1.67534, -0.56446], [-2.55265, 1.28371, -1.94767], [-3.16350, 1.07471, 0.39149], [-2.80846, -0.36463, 0.59308], [-3.73699, -1.33258, 0.93900], [-3.32162, -2.64326, 1.12903], [-1.98468, -2.98283, 0.96518], [-1.05658, -2.01279, 0.61645], [-1.45389, -0.68965, 0.42960], [-3.29583, 3.47891, -0.57930], [-1.63583, 3.59236, -1.21230], [-1.90964, 3.44330, 0.53966], [-3.54568, 1.66846, -2.19928], [-2.55501, 0.19842, -2.03105], [-1.81929, 1.69686, -2.63821], [-4.18609, 1.21892, 0.02689], [-3.06542, 1.61667, 1.33644], [-4.78088, -1.06975, 1.05502], [-4.04417, -3.40290, 1.39446], [-1.66626, -4.00671, 1.10534], [-0.02330, -2.29835, 0.48983], [0.99728, -1.09544, 7.44783], [1.20648, -0.52771, 6.07246], [0.15014, -0.45667, 5.16173], [0.34002, 0.04702, 3.89118], [1.60979, 0.48720, 3.52870], [2.67977, 0.42190, 4.40743], [2.46427, -0.08398, 5.68072], [1.85944, 1.12838, 1.92222], [3.25328, 1.44361, 1.76304], [0.87989, 2.18666, 1.68488], [1.37324, -0.00408, 0.87747], [2.28300, -0.89998, 0.34650], [1.97778, -0.75788, -2.06602], [3.07489, -0.93487, -2.38619], [0.81890, -0.57769, -2.04332], [-0.05515, -1.08392, 7.72519], [1.55925, -0.53204, 8.19105], [1.34320, -2.12922, 7.48926], [-0.83111, -0.80262, 5.46002], [-0.47922, 0.09601, 3.17951], [3.65368, 0.76646, 4.09455], [3.28714, -0.13356, 6.38209], [1.94791, -1.91497, 0.17528], [3.34047, -0.72332, 0.49202], [0.68150, 5.12030, 0.42256], [1.71644, 4.21073, -0.90847], [3.48588, 3.94620, -0.24279], [1.87692, 5.43901, -2.37293], [0.87501, 2.43111, -1.74832], [-0.20359, 5.54505, -0.04865], [1.30262, 5.91667, 0.83149], [0.41289, 4.41671, 1.20552], [3.92610, 4.91891, -0.02604], [4.05316, 3.43538, -1.02009], [3.45794, 3.32572, 0.64981], [2.30841, 6.37406, -2.01767], [0.89131, 5.61990, -2.79741], [2.52039, 4.99460, -3.13007]], "mulliken_spin": [2.91, 0.01, -0.11, 0.00, -0.01, -0.12, -0.02, 0.06, -0.03, 0.01, 0.05, 0.00, 0.00, 0.01, 0.01, 0.00, 0.00, 0.00, 0.00, 0.00, 0.00, 0.00, 0.00, 0.00, 0.00, 0.00, -0.01, 0.01, 0.00, 0.00, 0.04, 0.01, 0.05, 0.16, 0.77, -0.03, 0.06, 0.04, 0.00, 0.00, 0.00, 0.00, 0.01, 0.00, 0.00, 0.03, 0.00, 0.00, 0.01, 0.00, 0.00, 0.06, 0.00, 0.00, 0.00, 0.00, 0.00, 0.00, 0.00, 0.00, 0.00]}

=====

(2)
{"formula": "C21H30BGeN8OZn", "method": "wB97M-V/def2-TZVPD", "relative_energy_kcal_mol": 0.0, "charge": -1, "spin_multiplicity": 1, "species": ["Zn", "C", "C", "N", "N", "C", "B", "N", "C", "C", "C", "N", "N", "C", "C", "C", "N", "H", "H", "H", "H", "H", "H", "H", "H", "H", "H", "C", "C", "O", "N", "C", "C", "C", "C", "C", "C", "N", "H", "H", "H", "H", "H", "H", "H", "H", "H", "H", "C", "Ge", "C", "C", "C", "H", "H", "H", "H", "H", "H", "H", "H", "H", "H"], "xyz": [[-0.53888, 0.65265, -0.23636], [2.69830, 3.22979, -1.84438], [1.76697, 2.19579, -1.99730], [1.05890, 2.03259, -0.89206], [1.50140, 2.94897, -0.00977], [2.48827, 3.67662, -0.55564], [0.89119, 3.08812, 1.41015], [1.07721, 1.73473, 2.13671], [1.75611, 1.41482, 3.24733], [1.66007, 0.04853, 3.43610], [0.88271, -0.39770, 2.35944], [0.53954, 0.62862, 1.59656], [-0.60911, 3.39156, 1.26286], [-1.37495, 4.32823, 1.84854], [-2.64446, 4.23684, 1.31585], [-2.55447, 3.19108, 0.38297], [-1.32795, 2.70314, 0.35759], [3.41334, 3.59133, -2.56170], [1.58970, 1.55888, -2.84827], [2.95811, 4.46439, 0.00778], [1.44543, 3.96878, 2.01635], [2.25746, 2.17589, 3.82046], [2.08880, -0.53561, 4.23083], [0.57206, -1.39174, 2.07879], [-0.96588, 4.98256, 2.59953], [-3.50602, 4.82995, 1.56672], [-3.29981, 2.75551, -0.26154], [-0.31974, -5.07008, -1.08053], [0.40979, -3.73806, -1.07737], [0.86681, -3.27270, -0.05688], [0.56772, -3.18590, -2.31708], [0.89052, -1.79355, -2.62048], [2.21253, -1.31115, -2.08686], [3.36812, -1.33020, -2.86232], [4.54860, -0.85134, -2.31859], [4.53949, -0.37074, -1.01980], [3.33345, -0.36471, -0.33316], [2.19724, -0.80320, -0.85518], [-0.92076, -5.11855, -0.17627], [0.41278, -5.87766, -1.05058], [-0.96557, -5.20671, -1.94714], [0.08953, -3.66596, -3.05984], [0.10949, -1.13364, -2.23490], [0.89384, -1.73333, -3.71068], [3.33788, -1.72059, -3.87231], [5.46179, -0.84923, -2.90215], [5.43799, 0.01136, -0.55448], [3.26637, 0.03388, 0.67453], [-2.56612, -2.23494, 1.82844], [-3.18712, -0.96225, 0.40297], [-4.06348, 0.41607, 1.53461], [-4.73045, -1.98491, -0.35000], [-2.07165, -0.28701, -0.96939], [-3.43280, -2.64142, 2.35842], [-1.93168, -1.71707, 2.55073], [-1.98772, -3.05904, 1.41094], [-4.82004, -0.05647, 2.16599], [-4.54999, 1.17675, 0.92229], [-3.34352, 0.91873, 2.18425], [-5.41533, -2.29190, 0.44552], [-4.39144, -2.88351, -0.87149], [-5.27478, -1.36595, -1.06476], [-1.79581, -1.17934, -1.55402]], "lowdin_charge": [0.53, -0.07, -0.15, 0.01, -0.02, -0.09, -0.52, -0.03, -0.10, -0.07, -0.14, 0.00, -0.04, -0.10, -0.07, -0.15, 0.02, 0.08, 0.11, 0.11, 0.11, 0.11, 0.08, 0.10, 0.11, 0.08, 0.10, 0.00, -0.54, 0.05, 0.07, -0.12, -0.28, -0.03, -0.08, -0.07, -0.13, 0.12, 0.08, 0.08, 0.07, 0.12, 0.06, 0.12, 0.11, 0.10, 0.10, 0.10, -0.25, 0.56, -0.26, -0.26, -0.49, -0.01, -0.02, -0.02, 0.00, -0.01, 0.00, -0.01, -0.01, -0.01, -0.17]}

=====

(3)
{"formula": "C21H30BaN2Si", "method": "wB97M-V/def2-TZVPD", "relative_energy_kcal_mol": 105.4, "charge": 0, "spin_multiplicity": 1, "species": ["C", "C", "C", "H", "C", "C", "H", "H", "H", "H", "Ba", "C", "H", "H", "H", "Si", "C", "C", "H", "C", "H", "C", "H", "C", "H", "C", "H", "C", "C", "H", "C", "H", "C", "H", "C", "H", "C", "H", "H", "H", "N", "C", "C", "C", "N", "H", "H", "H", "H", "H", "H", "H", "H", "H", "H"], "xyz": [[0.80579, 2.30126, 4.18458], [1.18333, 2.82613, 2.91680], [0.00444, 3.10250, 2.17643], [2.20857, 3.04123, 2.59968], [-1.11375, 2.74665, 2.98161], [-0.62043, 2.25937, 4.22617], [-1.21783, 2.02047, 5.10442], [1.46759, 2.06525, 5.01441], [-0.04328, 3.55845, 1.18585], [-2.16315, 2.89175, 2.73070], [0.16243, 0.18112, 2.20646], [-0.66521, -1.29327, -1.14694], [-1.63572, -0.82372, -1.06082], [-0.18842, -1.15039, -0.13727], [0.28814, -0.64227, -1.53040], [-0.31750, -0.83503, -2.98250], [1.38011, -0.79341, -3.68770], [2.14488, 0.38456, -3.62593], [1.72475, 1.28824, -3.17648], [3.44157, 0.38223, -4.14941], [4.04094, 1.28644, -4.08377], [3.96339, -0.76991, -4.74611], [4.97897, -0.76521, -5.14622], [3.18419, -1.92992, -4.82642], [3.58962, -2.82909, -5.28842], [1.88773, -1.95116, -4.30702], [1.25303, -2.84050, -4.37422], [-1.45917, 0.43168, -3.67095], [-1.14413, 0.99179, -4.92562], [-0.28939, 0.61153, -5.49318], [-1.93059, 2.02376, -5.44656], [-1.65939, 2.47111, -6.40427], [-3.05613, 2.47565, -4.74922], [-3.65317, 3.30297, -5.14591], [-3.42781, 1.84797, -3.55302], [-4.33037, 2.16622, -3.03286], [-2.65211, 0.80854, -3.02560], [-2.98158, 0.28201, -2.12611], [-0.70327, -2.37304, -1.19668], [-0.90420, -2.25853, -3.07451], [1.54492, -1.23067, 4.05364], [0.90029, -2.57181, 4.27773], [-0.22743, -2.54991, 5.30445], [-1.05524, -1.27540, 5.38424], [-1.57774, -0.85716, 4.03667], [1.64976, -0.74333, 4.94908], [2.50678, -1.37528, 3.74163], [0.52334, -2.92005, 3.30196], [1.66963, -3.29884, 4.57909], [-0.89568, -3.39826, 5.09963], [0.18519, -2.75293, 6.30288], [-1.89249, -1.42824, 6.08586], [-0.46894, -0.44013, 5.78963], [-2.20816, -0.05615, 4.17303], [-2.20708, -1.59526, 3.70748]], "lowdin_charge": [-0.27, -0.30, -0.29, 0.09, -0.27, -0.28, 0.09, 0.08, 0.09, 0.09, 1.37, -0.28, 0.02, -0.05, 0.02, 0.58, -0.32, -0.11, 0.10, -0.09, 0.10, -0.09, 0.10, -0.10, 0.10, -0.11, 0.09, -0.28, -0.10, 0.10, -0.09, 0.10, -0.09, 0.10, -0.09, 0.10, -0.10, 0.08, 0.01, 0.03, -0.17, -0.27, -0.20, -0.27, -0.15, 0.07, 0.07, 0.08, 0.11, 0.12, 0.12, 0.12, 0.10, 0.07, 0.07]}

=====

(4)
{"formula": "C21H30F3FeO21", "method": "wB97M-V/def2-TZVPD", "relative_energy_kcal_mol": 10.4, "charge": 0, "s_squared": 8.756, "spin_multiplicity": 6, "species": ["Fe", "C", "C", "O", "O", "H", "H", "H", "C", "C", "O", "O", "H", "H", "H", "C", "C", "O", "O", "H", "H", "H", "C", "C", "O", "C", "O", "O", "F", "H", "H", "H", "C", "C", "O", "C", "O", "O", "F", "H", "H", "H", "C", "C", "O", "C", "O", "O", "F", "H", "H", "H", "C", "O", "C", "O", "O", "C", "H", "H", "H", "H", "H", "H", "C", "O", "C", "O", "O", "C", "H", "H", "H", "H", "H", "H"], "xyz": [[0.33239, 2.03646, -1.72787], [-0.36164, -1.10388, 0.62628], [-0.27967, 0.20504, -0.08993], [-0.78784, 0.37775, -1.23151], [0.43028, 1.18798, 0.26204], [-0.65083, -1.87958, -0.07246], [-0.95096, -1.06578, 1.54218], [0.61640, -1.36495, 1.02607], [-2.05900, 4.08456, -4.20554], [-1.13120, 3.45875, -3.22174], [0.11902, 3.55592, -3.23469], [-1.62768, 2.73356, -2.32504], [-2.62755, 3.31927, -4.73876], [-1.61459, 4.74975, -4.94186], [-2.86894, 4.60884, -3.69307], [3.47466, 0.24240, -3.34563], [2.34353, 1.07742, -2.87919], [2.42788, 1.91976, -1.94650], [1.14710, 0.87838, -3.24584], [4.43945, 0.73700, -3.22456], [3.39967, -0.04316, -4.39325], [3.56433, -0.67303, -2.75929], [-6.29555, -3.20444, -0.65594], [-5.39220, -2.61761, -1.74553], [-4.14122, -2.51606, -1.13063], [-4.29681, -2.62422, 0.20590], [-3.47472, -2.46185, 1.05027], [-5.58171, -2.86730, 0.52374], [-5.77250, -1.35524, -2.11855], [-6.28002, -4.28001, -0.85492], [-7.31078, -2.82476, -0.66242], [-5.41359, -3.25585, -2.62783], [2.92202, -5.33775, 0.86837], [2.10718, -4.39663, 1.78104], [0.97413, -5.16090, 2.15058], [1.26860, -6.46430, 1.95894], [0.56010, -7.35782, 2.30904], [2.42352, -6.60933, 1.32447], [1.63838, -3.29838, 1.12897], [3.98154, -5.25273, 1.07868], [2.59898, -5.26429, -0.16743], [2.75657, -4.06730, 2.59440], [-1.46565, -4.11831, -2.30106], [-1.12620, -4.61388, -0.86884], [0.27871, -4.54817, -0.88946], [0.77413, -4.03786, -2.03335], [1.91994, -3.81916, -2.26598], [-0.25013, -3.59992, -2.79075], [-1.54761, -5.90546, -0.71392], [-2.20515, -3.32902, -2.18579], [-1.82875, -4.95715, -2.89386], [-1.50593, -4.00856, -0.04321], [3.23963, 4.58227, 5.81908], [2.36951, 3.52503, 5.52672], [1.94542, 3.35283, 4.29432], [2.03307, 4.19733, 3.43162], [1.18023, 2.26711, 4.25155], [0.32839, 2.03763, 3.17196], [3.75242, 4.46979, 6.77152], [2.73985, 5.55020, 5.92894], [3.95699, 4.71053, 5.00776], [0.41152, 2.81389, 2.40705], [-0.71907, 1.99835, 3.48164], [0.55333, 1.10193, 2.65752], [3.21953, 4.60820, 0.33379], [1.97040, 5.17268, 0.67870], [0.88157, 4.54263, 0.32977], [0.77978, 3.77313, -0.59758], [-0.12381, 5.00594, 1.02960], [-1.42980, 4.56968, 0.74867], [4.03943, 5.18705, 0.75199], [3.37994, 4.68743, -0.74559], [3.30079, 3.56754, 0.63962], [-1.59583, 3.49054, 0.70376], [-1.73081, 4.87119, -0.26215], [-2.13259, 5.02893, 1.43496]], "mulliken_spin": [4.31, -0.01, 0.00, 0.13, 0.08, 0.01, 0.00, 0.01, 0.00, -0.02, 0.10, 0.10, 0.00, 0.00, 0.00, 0.00, -0.01, 0.10, 0.13, 0.00, 0.00, 0.00, 0.00, 0.00, 0.00, 0.00, 0.00, 0.00, 0.00, 0.00, 0.00, 0.00, 0.00, 0.00, 0.00, 0.00, 0.00, 0.00, 0.00, 0.00, 0.00, 0.00, 0.00, 0.00, 0.00, 0.00, 0.00, 0.00, 0.00, 0.00, 0.00, 0.00, 0.00, 0.00, 0.00, 0.00, 0.00, 0.00, 0.00, 0.00, 0.00, 0.00, 0.00, 0.00, 0.00, 0.00, 0.01, 0.03, 0.00, 0.00, 0.00, 0.00, 0.00, 0.00, 0.00, 0.00]}